DFT (wB97M-V/def2-TZVPD) results for a cluster of 11 separate species, C45H87Br20I2N4O3 in total.

Geometry (Å):
1 H 6.76019 5.77986 2.68710
2 H 1.70559 3.24211 -3.05275
3 H 3.24876 1.25059 1.23665
4 C 5.00781 0.79185 -1.07612
5 H 7.01668 -8.48281 -3.51155
6 C 6.43864 4.73723 2.75871
7 Br -10.15075 4.71862 -1.61286
8 Br -8.84777 4.62089 -5.41956
9 H -0.69650 -3.21055 -3.48336
10 C 4.63476 2.37551 -0.95294
11 C 6.67146 -8.44863 -2.47463
12 C -1.22184 -0.09342 -2.06679
13 C -6.85507 -5.64193 5.81761
14 C -1.47323 1.49125 -1.62294
15 C 1.26691 2.94807 -0.32108
16 H 3.39251 4.13865 -1.64230
17 C -6.66433 -4.14797 5.69860
18 H -1.61580 -1.32711 -4.07864
19 H -2.70559 0.91176 -0.06857
20 C 1.48568 -0.14076 0.42718
21 H 2.09349 -1.17501 0.30722
22 C 7.54049 3.80802 2.30596
23 H -0.55867 -4.41239 0.46604
24 C 1.32158 0.44397 -1.06188
25 H 6.13451 0.63728 0.59318
26 C -9.76599 6.56550 -2.11052
27 C -3.62488 -0.69805 -3.30068
28 H -8.06053 -1.84725 1.18222
29 H -2.64801 -5.98196 -1.61371
30 H 1.30571 4.02019 -0.85682
31 C 1.51966 1.43463 2.70663
32 C -0.11381 -4.68746 -1.85062
33 N -2.05429 1.70100 -0.27515
34 H 1.17088 0.74119 3.61016
35 H 5.98017 6.63933 5.41195
36 H -7.14559 -3.71801 4.81595
37 C -2.25535 -6.47565 2.06960
38 H 6.05244 -3.01970 -0.18159
39 N 0.81114 -0.44445 -3.51037
40 I 3.36890 -1.02166 2.78922
41 N 1.18957 1.90368 -1.37286
42 H 2.45368 1.54767 -3.24043
43 H -6.12836 -0.80257 -2.58534
44 Br 5.53438 7.65668 7.65101
45 H 8.48014 4.04822 2.81121
46 I -0.38721 -0.80501 1.45495
47 H 5.56633 -2.52838 1.46109
48 C -2.49383 2.66606 -7.59913
49 H 8.65286 2.47266 5.02715
50 H -8.92649 0.62528 1.24753
51 H 8.52464 -3.04397 0.68740
52 H 5.06497 0.50777 -2.21269
53 C 7.71207 -2.40726 1.04837
54 C 8.82797 2.96783 5.98637
55 C -0.74039 -5.19014 -0.42146
56 H 8.35290 -7.57444 -1.44810
57 H -9.03704 0.54703 -0.52948
58 H 0.80358 -2.53204 -0.71660
59 C -3.86219 2.05038 -7.77518
60 H -11.21322 7.29470 -0.63981
61 Br -3.86310 0.17031 -7.25512
62 O 6.33613 0.58644 -0.40766
63 C 2.22554 2.35709 -2.42965
64 H 3.50797 6.66360 4.54295
65 H -6.02652 3.83441 -5.78763
66 O -2.52860 2.15449 -2.48169
67 H -1.68125 2.02935 -7.96010
68 H 7.70176 3.81990 1.22437
69 H -7.88398 -5.87835 6.10287
70 H 0.57034 1.97863 2.30031
71 H 5.68131 2.92698 -1.15331
72 C -5.02942 -0.74793 -3.04876
73 H -2.73284 -6.40535 5.31252
74 H 10.50123 3.59603 7.24922
75 H -1.81902 0.50407 -4.30674
76 H -3.06350 -4.87715 -0.11182
77 Br 7.36148 -5.67270 -2.67712
78 C 3.60764 3.01650 -1.99785
79 Br 7.15573 1.96115 2.80362
80 Br -6.57255 1.97565 -4.20838
81 H -0.04902 2.02075 -3.25162
82 C -2.44652 -6.98949 0.52274
83 Br 8.07885 -2.02662 2.92646
84 C 0.61256 -2.15209 -1.79250
85 H 0.36543 3.04847 0.41807
86 C -10.86784 7.49471 -1.65777
87 H 6.78307 -7.13032 -0.73086
88 C -8.74652 -1.37689 0.47218
89 N -3.15466 3.10247 -1.73954
90 C -0.13900 2.26625 -2.08279
91 H -7.63502 4.55173 -3.23532
92 H -1.72018 -7.83321 4.50937
93 H -0.11580 -6.15807 -0.10784
94 H 2.25868 2.26023 3.13719
95 H -0.37380 3.41941 -2.05381
96 H 4.37444 2.74004 0.15445
97 C 3.79923 6.66036 5.59687
98 Br -6.66392 0.58196 0.25382
99 Br 6.34280 -4.90300 1.39238
100 H -1.81494 -0.74186 -1.25854
101 C -2.30972 -5.68832 -0.51662
102 H -4.15345 2.05361 -8.82909
103 H -3.51185 -8.11678 5.16746
104 C 5.16760 7.27605 5.77291
105 Br 8.25041 4.82045 5.78414
106 H 4.26583 0.08307 -0.46551
107 Br 4.73058 -8.26046 -2.52627
108 H -6.96809 5.79436 -4.32490
109 H -7.03504 -3.63976 6.59296
110 C -7.28963 4.75174 -4.25329
111 Br -12.42597 7.36385 -2.82405
112 H -2.43932 3.63605 -8.10120
113 Br -4.77247 -3.68308 5.59925
114 Br -2.12704 3.04669 -5.72104
115 H -1.64259 -2.93400 -1.77293
116 H -9.77543 -1.61331 0.75743
117 C -6.18779 3.82253 -4.70604
118 H 2.38719 0.17756 -1.56076
119 H 8.15705 2.54178 6.73754
120 C -2.79600 -7.35856 4.61207
121 H 10.50831 1.87696 6.77928
122 H -10.54629 8.53733 -1.72939
123 H 6.85022 -9.41955 -2.00459
124 H -1.41077 1.86992 0.50563
125 Br -8.48149 -2.26176 -1.24638
126 H -5.24814 4.06273 -4.20079
127 H -4.15721 -6.05611 3.28860
128 C -1.99680 -0.35493 -3.49654
129 H 2.22685 2.97612 0.35947
130 H 1.07434 -4.68008 -1.74556
131 H -2.20756 -5.29642 2.05237
132 C 2.36493 0.57426 1.58279
133 H -6.16908 -6.11228 6.52765
134 H -8.82634 6.80570 -1.60528
135 H 0.54556 -1.33817 -4.02538
136 O -3.29139 4.13412 -2.38534
137 C 7.30720 -7.34119 -1.66723
138 C 0.35599 -0.55686 -2.02745
139 Br 11.49860 3.25578 4.98297
140 C -3.42083 -6.97093 3.11340
141 C -0.61830 -3.15512 -2.29308
142 H 1.55737 -2.50885 -2.43170
143 H 6.09326 4.53722 3.77668
144 H 5.22210 8.24603 5.27085
145 C -8.55578 0.11707 0.35317
146 H 3.02186 7.15492 6.18564
147 Br 3.79833 4.78030 6.11693
148 H -3.47961 -7.55945 0.36058
149 H 7.76658 -1.43727 0.54630
150 H 1.87431 -0.51139 -3.54884
151 H -9.60472 6.57738 -3.19211
152 H -1.60424 -7.79402 0.30247
153 H -0.35861 -5.46359 -2.69857
154 Br 4.88051 4.60638 1.59244
155 H -4.63957 2.54493 -7.18641
156 H 4.23151 3.18378 -3.00776
157 C 10.26425 2.89018 6.44851
158 H -4.08753 -7.85529 2.72976
159 H -1.19628 -6.83645 2.46798
160 C 6.34370 -3.02294 0.87232
161 Br -6.59004 -6.52679 4.09905

The value obtained for the LUMO energy is -0.09309 Ha. For the HOMO energy, the calculation gives -10.62 eV. As for the net charge: +1. The gap between HOMO and LUMO comes out at 8.09 eV.

Results of the Löwdin charge analysis, in e, for atoms 1 through 5: 0.067 0.166 0.051 -0.208 0.054